Entry from OMol25: 2 unconnected molecules or ions with the total composition C23H23N3O4 in a non-equilibrium geometry (the ωB97M-V functional and the def2-TZVPD basis).

## Properties
* relative energy (zero: lowest compared OMol25 entry of this formula, charge and spin): 249.7 kcal per mole
* Kohn-Sham gap: 4.253 eV
* lowest unoccupied orbital energy: -1.800 eV
* HOMO level: -6.0526 eV
* E_tot: -36876.5754 eV

Atoms and positions in Å:
H  4.1111  -1.3219  -2.4789
O  -1.2515  6.5624  1.7742
H  2.2633  3.3874  2.5537
H  -0.8847  0.1696  2.3059
C  1.2319  -0.3526  2.0325
H  -4.9144  -0.2554  -2.8675
H  1.4482  -2.8668  -2.3876
H  2.7650  1.0501  1.5331
C  0.8716  2.0789  1.5014
C  -0.5514  -1.8895  2.7126
H  -0.7357  1.1065  0.3761
H  2.7209  -2.2724  -3.4792
C  -2.1173  -1.8648  -1.7483
H  -2.5421  -2.8561  -1.5786
C  1.6883  0.9151  1.6229
C  -0.2043  -0.3655  -1.7185
C  -1.1374  3.1809  0.6440
H  3.2387  -1.2309  2.0083
C  -0.7149  4.3846  1.2423
N  -0.0099  -4.2013  3.2818
C  0.4037  -2.9203  2.8266
H  0.7792  5.4087  2.4045
H  3.7255  0.4156  -2.6250
C  0.5058  4.4570  1.9514
H  -4.5288  -1.9557  -3.1979
H  -2.0698  3.1827  0.0811
H  2.4685  -3.5047  2.7270
N  -1.5901  5.5033  1.2006
C  -4.3960  -1.1359  -2.4810
C  -1.0396  0.6599  -2.2314
C  3.5447  -0.4977  -2.0406
H  1.0259  -1.7233  -3.6961
O  -1.2230  -4.3936  3.5291
H  3.8694  -0.3259  -1.0091
H  -4.8971  -1.4519  -1.5578
H  -3.0197  1.2114  -2.8866
C  -0.7819  -1.6336  -1.4655
C  -2.9425  -0.8451  -2.2373
C  1.2110  -0.1357  -1.5087
O  -2.6823  5.3806  0.5971
H  1.5594  0.7687  -0.9987
C  -0.1440  -0.6271  2.3462
O  0.8620  -5.0884  3.4322
H  -0.1608  -2.4323  -1.0603
C  1.7967  -2.0006  -2.9635
C  -2.3817  0.4151  -2.4930
H  -1.5929  -2.1242  2.9251
H  -0.5923  1.6325  -2.4460
C  1.7765  -2.6752  2.5891
C  -0.3802  2.0413  0.8132
N  2.1342  -0.8803  -2.0828
C  1.3055  3.3370  2.0318
C  2.1797  -1.4207  2.1964

=====

Entry from OMol25: a molecular structure, C23H23OP2Pt in a non-equilibrium geometry (the ωB97M-V functional and the def2-TZVPD basis).

## Properties
* Kohn-Sham gap (alpha / beta): 3.294 / 3.205 eV
* lowest unoccupied orbital energy (alpha / beta): -2.962 / -7.879 eV
* HOMO level (alpha / beta): -6.2560 / -11.0842 eV
* net charge: +1
* E_tot: -48081.7341 eV
* spin multiplicity: 5

Atoms and positions in Å:
C  0.5197  -1.2225  -3.4561
C  -2.2998  -3.3435  -0.4687
H  -4.1208  2.3825  -0.3923
H  -3.0897  -3.5563  -1.1946
H  -1.0836  -0.9005  -4.9224
C  -0.7649  -1.7679  0.5662
H  2.9189  0.3025  0.5134
C  -1.7095  -2.0771  -0.4306
H  0.5247  0.9449  -5.9514
C  1.2530  -0.0895  1.8649
H  0.4950  -2.5738  2.1240
H  1.0635  3.9554  -2.5512
P  0.8143  2.8110  -1.7859
C  2.0922  0.2619  -4.3024
C  0.7609  0.3536  -5.0660
C  1.9484  -0.7483  -3.3747
H  -0.3564  3.2626  -1.0642
H  -3.7406  4.0876  1.4011
C  -1.0025  2.1021  1.9216
H  2.6969  1.1947  -4.4322
C  -3.2606  2.2830  0.2822
C  0.8560  -0.2987  3.1914
C  3.5320  0.2793  2.5830
H  1.4535  -0.3619  5.2408
H  -0.1904  -0.5375  3.3890
Pt  0.3640  0.7364  -2.9549
C  -1.2302  1.0929  0.9620
H  4.5790  0.5028  2.3642
C  2.5975  0.1724  1.5510
O  0.8159  0.0889  -0.7466
C  -1.8762  -4.3420  0.4210
H  -0.0758  2.0889  2.5002
H  -1.9858  -1.3202  -1.1750
H  -1.7085  3.9235  2.8602
C  -0.3108  -2.7910  1.4178
P  0.0374  -0.1512  0.5525
C  -3.0398  3.2497  1.2797
C  3.1292  0.1002  3.9138
H  -2.3241  -5.3420  0.3817
C  -0.8847  -4.0618  1.3697
H  -0.5521  -4.8272  2.0749
C  1.7956  -0.1999  4.2185
H  -2.4852  0.5389  -0.7157
C  -2.3541  1.2287  0.1211
H  3.8518  0.1905  4.7273
H  -0.0347  -2.0088  -2.9409
C  -0.1454  -0.6304  -4.5551
C  -1.9086  3.1544  2.1022
H  1.8100  2.9375  -0.7557
H  2.6253  -1.0748  -2.6586

=====

Entry from OMol25: a molecular structure, C23H23PSbSc in a non-equilibrium geometry (the ωB97M-V functional and the def2-TZVPD basis).

## Properties
* relative energy (zero: lowest compared OMol25 entry of this formula, charge and spin): 42.9 kcal per mole
* Kohn-Sham gap (alpha / beta): 5.091 / 5.089 eV
* lowest unoccupied orbital energy (alpha / beta): -0.849 / -0.851 eV
* HOMO level (alpha / beta): -5.9401 / -5.9404 eV
* E_tot: -60743.1151 eV

Atoms and positions in Å:
H  -4.9625  -0.2186  0.6856
H  -3.4889  3.8825  2.5625
H  -5.2403  0.3951  -3.5474
H  -4.1661  -1.1194  4.0808
C  -4.6250  0.1928  -2.6677
H  -1.0661  -0.2285  3.9980
H  1.0611  -3.4468  -1.6484
C  1.3033  -1.2872  -1.2550
C  -5.7723  -4.1013  3.5924
H  -5.4731  -5.4091  1.8946
C  1.2596  -2.6656  -0.9341
C  -4.4374  -2.0643  3.6013
H  -3.7685  -3.9471  0.8268
C  -3.1473  -0.5221  -0.4581
H  -1.8335  -1.6368  -1.8578
C  -1.6401  1.7877  4.5233
H  1.5003  -3.7244  1.0533
H  1.4806  0.5007  0.1199
C  1.8125  -1.5205  0.9836
Sc  -1.5438  0.8312  -1.2805
H  -1.2151  3.9099  -0.0101
H  -2.8684  -0.2810  -3.8251
C  -2.3195  2.9452  4.1270
H  -6.2940  0.4334  -1.3001
C  -4.4969  -0.1345  -0.3011
H  -6.5259  -4.7444  4.0598
C  -3.2805  -0.2071  -2.8177
P  -0.2043  2.9675  -0.4609
C  -3.8459  -2.4460  2.3939
Sb  -2.2279  -1.2262  1.4467
H  1.0070  -0.8570  -2.2077
H  -5.8595  -2.5958  5.1468
C  -2.9761  2.9752  2.8921
H  0.9096  3.3818  0.3785
C  -5.2331  0.1928  -1.4224
C  -2.3235  0.6797  2.4839
C  -4.2163  -3.6477  1.7790
C  -2.9875  1.8410  2.0722
C  1.4510  -2.7923  0.4654
H  -1.1216  1.7557  5.4852
C  -1.6196  0.6630  3.6924
C  -5.3974  -2.8956  4.1998
C  -5.1805  -4.4733  2.3790
H  0.2299  3.6293  -1.6870
C  1.4938  -0.5690  0.0001
C  -2.7041  -0.9762  -1.7620
H  2.1328  -1.2835  1.9961
H  -3.5046  1.8857  1.1050
H  -2.3280  3.8247  4.7750

=====

Entry from OMol25: a molecular structure, C23H24Br3Cl6CsF8IKN2NaO20PS2 in a non-equilibrium geometry (the ωB97M-V functional and the def2-TZVPD basis).

## Properties
* Kohn-Sham gap: 4.333 eV
* lowest unoccupied orbital energy: -3.470 eV
* HOMO level: -7.8035 eV
* E_tot: -435498.5977 eV

Atoms and positions in Å:
O  -7.8485  -3.3975  3.5191
O  -6.4443  -5.0122  2.3611
H  0.4749  6.4539  1.7072
O  -3.9513  -2.2055  -1.1754
H  -3.6611  -0.3078  -0.6077
F  -2.4864  5.3193  -5.0341
C  0.1975  -1.8587  2.2306
C  0.0153  5.4457  1.9243
N  0.5070  3.0429  1.1404
H  -0.2177  3.8806  -2.0802
O  4.6077  -0.8397  3.4937
Cl  4.1915  -3.3559  5.7080
O  5.4022  -3.8670  5.1111
F  -2.5107  -1.2907  4.4718
H  -0.9605  5.2920  1.4007
C  0.6537  -0.5211  2.5763
H  0.3999  -2.7043  2.9285
H  2.2899  0.4603  3.7573
O  -0.4522  5.6471  -6.3506
O  3.5087  -4.4145  6.4055
F  -8.5281  -3.7222  0.5981
H  3.7686  -1.1945  3.1800
F  -4.0568  -0.2463  3.3902
C  -0.6988  1.5996  -0.5793
H  -2.3326  0.9082  -1.9792
C  -0.3444  5.4884  3.4950
P  -0.9505  5.0597  -5.0774
H  7.1027  -7.5853  -3.0377
Br  6.7940  -8.0263  -5.4575
H  0.0910  6.3787  4.0137
O  3.3229  -2.8307  4.6580
H  1.2547  0.3770  -2.4521
F  -0.7652  3.4931  -5.2105
H  1.5023  4.0816  2.7035
C  -0.2002  2.9053  -0.1039
O  3.0888  -3.3759  -8.5806
S  -4.6616  -2.7663  3.9626
I  2.8716  4.9850  0.5855
C  0.5337  0.2283  5.0782
O  -2.8722  3.9557  -0.6915
Cl  1.6052  -0.4849  -6.3633
C  -0.5395  -2.0399  0.9545
F  -7.7709  -1.7407  1.0095
O  4.5163  -2.2944  6.6311
O  4.4685  -2.6682  -6.8002
H  0.1715  5.0953  -0.7170
C  6.2215  -7.5668  -3.6706
Cl  4.3994  0.2447  -6.4588
H  4.8321  -0.1624  2.8486
N  -5.5514  -2.6180  2.6600
H  -2.1116  5.7694  -1.2735
O  -0.4210  5.4404  -3.7264
H  -0.8863  -3.0870  0.7316
H  1.9726  -1.2463  4.2818
O  -0.1826  -0.5095  5.6959
H  1.3321  2.0660  2.9074
H  -1.4669  5.6074  3.5743
C  -0.4325  4.1987  -1.0228
H  -1.3264  -0.9704  -2.2504
C  -1.6466  -1.4171  -1.2755
C  -3.2145  -1.2685  -1.0047
H  -0.1174  4.5106  4.0038
O  -3.8612  -3.9612  4.0586
H  -1.7597  2.5475  -2.3488
O  -5.2584  -2.3271  5.1978
C  1.4591  -0.2960  3.9055
O  -0.4219  1.0927  -2.9488
O  2.4149  -3.7416  -6.3442
H  -1.5006  -2.5326  -1.3903
Cl  3.1982  -0.6151  -3.9658
C  -3.4641  -1.4501  3.5415
F  -2.8221  -1.6962  2.3703
Cs  5.5934  -1.6911  -3.0503
Cl  3.5439  -3.6997  -7.2521
S  -6.7753  -3.6276  2.5852
Na  1.1776  3.6188  -6.6896
Cl  2.4787  1.9369  -5.0341
F  -6.5306  -3.1764  -0.0156
Br  5.5032  -5.7676  -3.5909
Br  4.9798  -8.8620  -2.9545
C  -7.4324  -3.0472  0.9786
O  0.8583  1.2707  -2.4756
C  2.9243  0.2684  -5.4711
C  0.3127  0.5853  1.6248
C  -1.4102  1.5573  -1.9593
K  0.9661  6.5565  -2.5993
C  1.0773  4.2885  1.6809
C  -1.9584  4.6813  -0.9692
H  0.5349  1.3235  5.3956
O  4.2144  -4.9721  -7.2571
C  -0.8541  -0.9538  -0.0204
C  0.7519  1.9314  1.9553
C  -0.4268  0.4198  0.3248

=====

Which of these has the lowest E_tot? C23H24Br3Cl6CsF8IKN2NaO20PS2